Here is a cluster of 3 separate species, C4H8O2 in total from the Open Molecules 2025 dataset. Energies are from the ωB97M-V functional and the def2-TZVPD basis.

Last column: Löwdin charge in e.
Cartesian coordinates (Å):
C (-0.4139, 1.4972, 0.9644)  -0.086
C (0.6220, 0.9563, 1.5883)  -0.099
H (-1.3697, 1.6279, 1.4615)  0.057
H (-0.3515, 1.8193, -0.0696)  0.045
H (1.6026, 0.9358, 1.1259)  0.048
H (0.5274, 0.4874, 2.5643)  0.054
C (0.4220, -1.6734, 0.0791)  -0.128
O (1.2051, -0.8402, -0.3042)  -0.052
H (-0.6557, -1.4672, 0.2349)  0.092
H (0.7730, -2.6954, 0.2581)  0.089
C (-0.5830, -0.1516, -1.9853)  -0.169
O (-1.4613, 0.2525, -1.2626)  -0.038
H (-0.6952, -1.1169, -2.5169)  0.094
H (0.3782, 0.3686, -2.1378)  0.092

Force components x, y, z for each atom (eV/Å):
C 0.191 0.241 0.304
C -0.049 0.358 0.148
H -0.046 -0.262 -0.168
H 0.081 0.296 0.373
H -0.164 -0.170 0.080
H 0.050 0.308 0.073
C 0.381 -0.038 -0.104
O -0.189 -0.736 -0.127
H 0.291 0.071 0.040
H -0.043 -0.271 0.203
C -0.539 0.198 0.096
O 0.239 -0.206 -0.820
H 0.081 0.035 -0.023
H -0.285 0.177 -0.076

Kohn-Sham gap: 0.369 hartree
Spin multiplicity: 1
SMILES: C=C.C=O.C=O